No. 1
{"formula": "C32H48Br5Cl7FN5NaO3S2", "method": "wB97M-V/def2-TZVPD", "charge": -1, "homo_ha": -0.1581, "orbital_gap_ev": 4.869, "elements": ["C", "C", "Br", "C", "Br", "C", "C", "C", "N", "C", "S", "C", "C", "N", "S", "N", "C", "H", "H", "H", "H", "H", "H", "H", "C", "Cl", "Cl", "Cl", "H", "C", "C", "O", "H", "H", "H", "H", "H", "Na", "C", "C", "O", "N", "C", "H", "H", "H", "H", "H", "H", "H", "Cl", "C", "C", "N", "C", "C", "C", "C", "C", "O", "C", "H", "H", "H", "H", "H", "H", "H", "H", "H", "H", "H", "H", "H", "H", "H", "H", "H", "H", "H", "H", "C", "Br", "Br", "Br", "H", "F", "C", "Cl", "Cl", "Cl", "H", "C", "C", "C", "C", "C", "C", "H", "H", "H", "H", "H", "H"], "positions_angstrom": [[2.841, -1.128, -1.996], [2.715, -2.153, -3.127], [4.413, -2.355, -4.041], [2.159, -3.455, -2.540], [2.579, -5.083, -3.530], [0.674, -3.400, -2.296], [-0.207, -2.671, -3.052], [-1.594, -2.601, -2.770], [-2.389, -1.764, -3.600], [-2.434, -0.613, -3.176], [-2.487, 0.822, -2.662], [-2.138, -3.299, -1.719], [-1.256, -4.081, -0.930], [-1.605, -4.811, 0.132], [-0.307, -5.508, 0.698], [0.840, -4.945, -0.339], [0.135, -4.142, -1.194], [3.143, -0.185, -2.432], [1.888, -0.960, -1.487], [3.602, -1.447, -1.286], [2.044, -1.709, -3.849], [2.630, -3.592, -1.570], [0.114, -2.098, -3.907], [-3.192, -3.239, -1.504], [4.460, -7.925, -1.679], [4.767, -9.476, -0.896], [3.427, -6.909, -0.685], [5.979, -7.102, -2.054], [3.946, -8.115, -2.611], [-0.481, 0.358, 1.323], [1.005, 0.669, 0.999], [1.145, 0.935, -0.303], [-0.836, -0.503, 0.748], [-0.622, 0.127, 2.392], [-1.106, 1.220, 1.080], [1.571, -0.227, 1.402], [1.301, 1.474, 1.730], [1.427, -3.098, 0.628], [-0.518, -1.071, 5.988], [0.708, -0.794, 5.151], [0.876, -1.348, 4.082], [1.626, 0.089, 5.631], [1.591, 0.828, 6.876], [-1.135, -1.792, 5.463], [-0.239, -1.491, 6.956], [-1.096, -0.159, 6.138], [2.414, 0.221, 5.018], [1.613, 1.901, 6.671], [2.464, 0.575, 7.482], [0.695, 0.596, 7.442], [-3.740, 1.724, -5.235], [0.321, 5.286, -0.931], [-0.868, 6.173, -0.610], [-2.215, 5.508, -0.770], [-2.340, 5.055, -2.194], [-3.316, 6.522, -0.585], [-3.462, 7.164, 0.786], [-2.393, 4.258, 0.072], [-2.148, 4.342, 1.565], [-0.813, 4.700, 1.845], [-0.634, 5.295, 3.118], [0.366, 5.019, -1.986], [1.232, 5.840, -0.706], [0.345, 4.371, -0.345], [-0.883, 7.032, -1.284], [-0.802, 6.554, 0.402], [-2.153, 5.901, -2.850], [-3.345, 4.671, -2.351], [-1.624, 4.261, -2.374], [-4.242, 6.021, -0.861], [-3.115, 7.294, -1.326], [-4.049, 6.544, 1.459], [-4.019, 8.093, 0.672], [-2.513, 7.408, 1.259], [-1.715, 3.522, -0.351], [-3.414, 3.924, -0.108], [-2.335, 3.337, 1.964], [-2.848, 5.011, 2.064], [-1.398, 4.977, 3.831], [-0.657, 6.388, 3.027], [0.344, 5.000, 3.492], [0.283, -7.960, 4.028], [1.378, -7.478, 2.514], [0.633, -6.909, 5.570], [-1.598, -7.903, 3.526], [0.519, -8.985, 4.272], [2.950, -7.661, 4.886], [-3.684, -3.376, 7.564], [-3.794, -1.939, 6.538], [-2.663, -4.595, 6.816], [-3.080, -2.944, 9.168], [-4.679, -3.783, 7.679], [2.934, 1.313, -7.296], [1.661, 1.334, -7.852], [0.859, 0.204, -7.793], [1.327, -0.946, -7.172], [2.598, -0.966, -6.612], [3.403, 0.163, -6.677], [3.559, 2.196, -7.343], [1.293, 2.233, -8.329], [-0.132, 0.220, -8.227], [0.698, -1.826, -7.120], [2.961, -1.859, -6.124], [4.394, 0.144, -6.242]], "forces_ev_per_a": [[0.21, -0.45, -0.40], [-0.30, 0.32, 0.63], [0.29, -0.05, 0.31], [-0.10, 0.24, -0.09], [-0.22, 0.03, -0.25], [-0.11, 0.08, -0.05], [0.44, -0.29, 0.19], [-0.57, -0.62, 0.45], [0.34, -0.36, 0.40], [-0.16, 0.17, -0.03], [0.01, 0.36, 0.19], [0.46, 0.26, -0.59], [-0.49, 0.28, -0.26], [-0.19, -0.04, 0.01], [0.41, -0.34, 0.07], [-1.69, -0.08, -0.18], [0.54, -0.26, -0.69], [-0.01, 0.29, 0.19], [-0.11, 0.27, 0.04], [0.10, 0.03, 0.11], [0.02, -0.28, -0.43], [0.39, -0.31, -0.05], [0.16, 0.05, -0.09], [-0.10, -0.05, 0.11], [0.03, 0.01, 0.08], [-0.02, 0.00, -0.03], [0.01, -0.08, 0.18], [0.00, 0.01, -0.04], [0.00, 0.01, -0.02], [0.16, -0.19, 0.90], [-1.14, -0.09, -0.22], [0.57, 0.07, -0.03], [0.00, 0.09, -0.17], [-0.02, 0.00, -0.09], [-0.03, 0.06, -0.20], [0.23, -0.22, -0.14], [0.13, 0.06, -0.19], [0.55, 1.44, 0.97], [0.12, 0.05, 0.00], [-0.10, -0.15, 0.04], [0.15, -0.13, -0.26], [-0.14, -0.02, 0.04], [0.26, -0.01, -0.30], [0.07, -0.02, -0.07], [-0.07, 0.07, 0.05], [-0.02, 0.01, 0.12], [0.00, 0.01, -0.02], [-0.06, 0.02, 0.13], [-0.07, 0.03, 0.12], [-0.02, -0.03, -0.02], [-0.15, 0.45, -0.14], [-0.05, -0.15, -0.09], [0.32, 0.15, -0.01], [-0.10, 0.01, -0.09], [-0.03, -0.29, -0.08], [0.03, 0.17, 0.23], [-0.16, -0.05, 0.07], [0.17, -0.02, 0.05], [0.06, -0.05, 0.19], [-0.11, 0.09, 0.01], [0.11, 0.02, -0.12], [0.00, 0.02, -0.01], [-0.03, 0.05, 0.06], [0.03, -0.03, 0.06], [-0.14, -0.03, -0.04], [-0.04, -0.13, 0.07], [0.01, 0.00, -0.02], [0.02, -0.05, -0.09], [-0.04, 0.00, -0.12], [0.02, -0.02, -0.06], [0.01, -0.06, -0.08], [0.08, -0.03, 0.05], [0.05, 0.02, -0.09], [0.02, 0.00, -0.01], [0.04, -0.13, -0.01], [0.01, -0.05, -0.02], [-0.11, -0.04, -0.14], [0.01, 0.10, -0.02], [0.02, -0.05, 0.01], [-0.08, 0.01, 0.09], [0.01, -0.03, 0.00], [0.44, 0.15, 0.13], [0.30, -0.29, 0.11], [-0.85, 0.40, 0.23], [-0.09, 0.00, -0.05], [0.09, -0.01, -0.06], [0.47, -0.39, -0.23], [0.18, -0.07, -0.13], [-0.18, 0.00, 0.05], [0.01, 0.00, 0.01], [-0.03, 0.01, 0.04], [-0.02, 0.03, 0.02], [-0.01, -0.01, -0.01], [0.03, 0.00, -0.02], [-0.05, -0.01, -0.03], [0.02, 0.04, 0.00], [-0.17, -0.05, -0.10], [0.04, 0.03, 0.02], [0.00, 0.01, 0.00], [-0.02, 0.00, 0.00], [-0.03, 0.02, 0.05], [-0.01, 0.00, -0.01], [-0.03, 0.03, -0.13], [-0.01, -0.01, 0.03]]}

=====

No. 2
{"formula": "C19H14I2N3O7Pt", "method": "wB97M-V/def2-TZVPD", "charge": -1, "homo_ha": -0.1714, "orbital_gap_ev": 6.294, "elements": ["Pt", "N", "C", "C", "C", "O", "O", "H", "H", "H", "H", "H", "H", "I", "C", "C", "C", "I", "C", "C", "C", "C", "N", "C", "C", "O", "H", "H", "H", "H", "O", "C", "O", "C", "C", "C", "C", "C", "C", "N", "O", "O", "H", "H", "H", "H"], "positions_angstrom": [[0.051, 0.100, -0.056], [2.091, 0.121, 0.092], [2.605, 0.484, 1.446], [2.201, -0.519, 2.523], [0.909, -0.137, 3.304], [1.011, -0.119, 4.540], [-0.096, 0.126, 2.593], [2.418, -0.812, -0.153], [2.458, 0.771, -0.596], [2.219, 1.479, 1.670], [3.695, 0.544, 1.373], [3.014, -0.607, 3.243], [2.051, -1.503, 2.065], [-0.250, 5.294, 0.390], [-1.714, 3.826, 0.266], [-3.068, 4.182, 0.315], [-4.063, 3.241, 0.250], [-6.052, 3.874, 0.342], [-3.737, 1.869, 0.125], [-4.655, 0.795, 0.074], [-4.204, -0.490, -0.024], [-2.824, -0.740, -0.095], [-1.956, 0.240, -0.074], [-2.372, 1.534, 0.059], [-1.316, 2.501, 0.144], [-0.084, 2.108, 0.100], [-3.324, 5.228, 0.412], [-5.715, 1.004, 0.126], [-4.891, -1.324, -0.045], [-2.422, -1.742, -0.158], [-0.046, -3.992, -0.955], [-0.058, -2.788, -1.168], [0.234, -1.923, -0.254], [-0.528, -2.352, -2.560], [-0.924, -3.369, -3.427], [-1.329, -3.092, -4.724], [-1.342, -1.786, -5.187], [-0.946, -0.791, -4.314], [-0.545, -1.039, -3.015], [-0.959, 0.609, -4.793], [-1.288, 0.807, -5.953], [-0.682, 1.484, -3.996], [-0.894, -4.384, -3.053], [-1.633, -3.897, -5.380], [-1.648, -1.534, -6.192], [-0.265, -0.235, -2.329]], "forces_ev_per_a": [[0.03, -0.01, 0.00], [0.00, 0.02, -0.01], [-0.02, -0.02, 0.00], [0.03, 0.01, 0.00], [0.00, 0.08, -0.03], [-0.02, -0.06, 0.01], [0.03, 0.02, 0.06], [-0.01, -0.01, 0.02], [0.02, -0.01, -0.01], [-0.04, -0.01, 0.01], [0.01, 0.02, 0.00], [0.00, -0.02, 0.00], [-0.02, -0.01, 0.01], [0.01, 0.00, 0.00], [-0.01, -0.02, 0.00], [-0.01, 0.01, 0.00], [0.04, -0.02, 0.00], [-0.01, 0.00, 0.00], [0.01, 0.02, 0.00], [-0.02, 0.00, -0.01], [-0.01, -0.02, 0.00], [-0.03, -0.03, -0.01], [0.06, 0.01, 0.01], [0.01, 0.02, 0.00], [-0.04, 0.02, 0.00], [0.02, -0.04, 0.04], [0.00, 0.00, 0.00], [0.00, -0.01, 0.00], [0.00, 0.01, 0.00], [0.00, -0.01, -0.01], [0.25, -0.02, -0.07], [-0.59, 0.03, 0.26], [0.13, 0.02, -0.13], [0.18, 0.01, -0.06], [0.01, -0.02, -0.04], [-0.02, 0.00, 0.00], [0.01, -0.03, 0.01], [0.04, 0.16, -0.05], [0.03, -0.01, 0.23], [-0.33, 0.11, 0.05], [0.18, -0.02, 0.21], [0.06, -0.15, -0.20], [0.00, 0.01, 0.00], [0.00, 0.00, 0.01], [0.01, 0.00, 0.01], [0.01, -0.06, -0.33]]}

=====

No. 3
{"formula": "C21H37N4O3V", "method": "wB97M-V/def2-TZVPD", "charge": 0, "homo_ha": [-0.2667, -0.2667], "orbital_gap_ev": [5.625, 5.556], "elements": ["V", "N", "N", "N", "N", "H", "C", "H", "H", "H", "C", "H", "H", "C", "H", "H", "H", "H", "C", "H", "H", "C", "H", "C", "H", "H", "H", "C", "H", "H", "H", "H", "C", "H", "H", "C", "H", "C", "H", "H", "H", "H", "C", "C", "H", "H", "C", "H", "C", "H", "H", "O", "C", "C", "C", "C", "C", "C", "C", "O", "O", "H", "H", "H", "H", "H"], "positions_angstrom": [[-0.059, 0.444, -0.586], [-1.244, 1.820, -0.154], [1.490, 1.101, 0.320], [-0.923, -1.168, -1.196], [1.016, -0.413, -1.902], [-0.256, 3.581, -0.829], [-0.861, 3.213, 0.016], [-0.293, 3.360, 0.949], [-1.784, 3.812, 0.050], [-3.249, 2.369, -0.246], [-2.640, 1.519, 0.100], [-2.802, 1.396, 1.183], [-2.949, 0.602, -0.425], [2.200, 2.149, -0.387], [3.252, 1.874, -0.575], [1.725, 2.330, -1.362], [2.198, 3.104, 0.169], [3.244, 0.396, 1.263], [2.177, 0.602, 1.484], [2.150, 1.310, 2.335], [1.716, -0.336, 1.810], [-2.175, -1.872, -1.263], [-2.904, -1.174, -1.731], [-2.704, -2.193, 0.126], [-2.714, -1.322, 0.796], [-3.735, -2.566, 0.032], [-2.096, -2.974, 0.606], [-2.093, -3.133, -2.105], [-3.060, -3.647, -2.064], [-1.864, -2.901, -3.152], [-1.320, -3.800, -1.704], [3.394, -1.044, -4.239], [2.360, -1.033, -3.888], [1.987, -2.064, -3.893], [1.780, -0.430, -4.593], [2.323, -0.422, -2.501], [2.602, 0.643, -2.604], [3.298, -1.048, -1.495], [2.787, -1.312, -0.555], [3.739, -1.959, -1.917], [4.101, -0.336, -1.268], [0.224, -2.275, -2.617], [-0.055, -1.239, -2.346], [-0.876, 1.574, -2.625], [-1.925, 1.409, -2.304], [-0.428, 2.527, -2.318], [-0.429, 0.835, -3.695], [0.055, 1.259, -4.597], [-0.720, -0.615, -3.715], [-1.800, -0.827, -3.698], [-0.245, -1.152, -4.550], [-0.624, 1.306, 4.334], [-0.549, 0.147, 4.988], [-0.452, 0.132, 6.404], [-0.376, -1.082, 7.075], [-0.367, -2.303, 6.366], [-0.429, -2.282, 4.965], [-0.548, -1.087, 4.266], [-0.513, -1.068, 2.758], [-0.200, -2.104, 2.148], [-0.790, 0.078, 2.205], [-0.733, 1.002, 3.328], [-0.439, 1.079, 6.932], [-0.316, -1.093, 8.160], [-0.306, -3.246, 6.886], [-0.382, -3.198, 4.382]], "forces_ev_per_a": [[1.34, -1.55, 1.58], [0.71, -0.04, 0.74], [-1.16, 0.04, -0.69], [0.64, 1.89, -0.18], [-0.68, -0.23, 0.89], [-0.10, -0.03, 0.37], [-0.41, -0.20, 0.27], [-0.13, 0.00, -0.19], [0.39, 0.08, 0.07], [-0.14, -0.30, -0.02], [0.02, 0.34, -0.20], [0.01, -0.13, -0.29], [0.03, 0.28, 0.23], [0.02, 0.19, -0.07], [-0.25, -0.01, 0.05], [0.10, 0.08, 0.10], [-0.02, -0.30, -0.07], [-0.35, 0.13, -0.02], [0.38, -0.61, 0.31], [-0.18, -0.11, -0.39], [0.09, 0.22, 0.00], [-0.77, 0.38, 0.44], [0.03, -0.25, -0.06], [-0.22, -0.31, 0.43], [0.12, -0.22, -0.23], [0.24, 0.10, 0.04], [-0.11, 0.36, -0.14], [-0.03, -0.14, -0.11], [0.23, 0.06, -0.06], [-0.09, -0.26, 0.17], [-0.16, 0.04, -0.08], [-0.06, -0.06, -0.02], [0.20, -0.09, -0.20], [0.12, 0.18, -0.02], [0.14, -0.19, 0.06], [-0.11, 0.76, 0.55], [0.02, -0.25, -0.14], [0.42, -0.24, 0.06], [0.21, 0.13, -0.46], [0.04, 0.12, 0.18], [0.01, -0.31, 0.02], [0.12, 0.32, 0.30], [0.02, 0.08, -0.80], [-0.80, 0.11, -1.70], [1.06, -0.45, 0.08], [-0.54, -0.11, -1.04], [-1.37, 0.49, -0.43], [0.92, -0.15, 1.25], [-0.02, -0.26, 0.24], [0.25, 0.02, 0.06], [-0.44, 0.35, 0.10], [-0.13, -0.05, -0.74], [-0.02, -0.82, 0.38], [-0.06, -0.29, -0.77], [-0.01, -0.43, -0.51], [-0.06, 0.75, -0.55], [-0.06, -0.04, 0.68], [0.31, 0.89, 0.40], [0.10, -0.84, -0.09], [-0.22, 1.01, 0.14], [0.29, -0.49, -0.92], [0.10, 0.40, 0.92], [-0.02, -0.08, -0.04], [0.00, 0.02, -0.12], [0.03, -0.06, 0.11], [-0.02, 0.11, 0.13]]}